Entry 1:
DFT (ωB97M-V/def2-TZVPD) results for a molecular structure, C2HLiO2Pm in a non-equilibrium geometry.

Summary:
HOMO energy (alpha / beta) ... -16.3976 / -16.7440 eV
F_max ... 4.02 eV Å⁻¹
Orbital gap (alpha / beta) ... 7.17 / 7.62 eV
Charge ... +2
Multiplicity ... 6

CARTESIAN COORDINATES (ANGSTROEM)
O: 1.980 -0.928 -1.262
C: 1.221 -0.674 -0.409
C: 0.238 -0.294 0.391
H: 0.387 -0.594 1.436
Pm: -2.801 -0.379 -0.291
Li: -0.259 2.210 0.452
O: -0.767 0.659 -0.317

=====

Entry 2:
DFT (ωB97M-V/def2-TZVPD) results for a molecular structure, C11H23AlClNO2P2 in a non-equilibrium geometry.

Summary:
HOMO energy ... -15.9200 eV
F_max ... 2.54 eV Å⁻¹
Orbital gap ... 8.16 eV
Charge ... +2

CARTESIAN COORDINATES (ANGSTROEM)
Al: -0.714 0.334 0.969
P: -1.987 -1.484 0.191
C: -0.869 -1.716 -1.249
C: -0.424 -0.419 -1.824
N: -0.191 0.580 -0.936
C: 0.404 1.727 -1.323
C: 0.591 1.995 -2.666
C: 0.258 1.034 -3.615
C: -0.232 -0.194 -3.179
C: 0.879 2.656 -0.238
P: 1.152 1.725 1.325
H: -0.502 -0.990 -3.873
H: 1.020 2.952 -2.937
H: 0.396 1.230 -4.680
H: 1.830 3.128 -0.528
H: 0.126 3.439 -0.057
H: 0.047 -2.269 -0.787
H: -1.323 -2.367 -2.002
H: 1.397 -2.296 1.060
O: 1.141 -2.752 0.147
H: 1.966 -3.038 -0.270
H: 0.753 -0.948 2.393
O: 1.580 -1.520 2.266
H: 1.907 -1.789 3.153
C: 2.846 1.124 1.096
H: 3.507 1.961 0.831
H: 3.179 0.668 2.036
H: 2.886 0.364 0.305
C: 1.192 2.957 2.641
H: 1.387 2.435 3.587
H: 1.982 3.699 2.453
H: 0.210 3.443 2.712
C: -3.572 -1.032 -0.559
H: -3.893 -1.799 -1.278
H: -4.302 -0.946 0.256
H: -3.501 -0.055 -1.051
C: -2.194 -3.142 0.876
H: -2.682 -3.017 1.851
H: -2.833 -3.752 0.223
H: -1.215 -3.618 1.017
Cl: -2.201 1.693 1.665

=====

Entry 3:
DFT (ωB97M-V/def2-TZVPD) results for C3H5N3O in the gas phase.

Summary:
ΔE to the lowest compared entry with this formula, charge and spin ... 115.5 kcal per mole
HOMO energy ... -8.1281 eV
F_max ... 0.46 eV Å⁻¹
Orbital gap ... 7.95 eV

CARTESIAN COORDINATES (ANGSTROEM)
N: -0.215 -1.625 -0.591
C: -0.253 -0.442 0.267
C: -0.863 -0.690 1.478
O: -0.743 0.483 2.127
N: -0.085 1.463 1.371
C: 0.230 0.893 0.237
N: 0.993 1.593 -0.710
H: -0.756 -1.586 -1.460
H: 0.713 -2.007 -0.797
H: -0.702 -2.256 0.082
H: 0.561 1.628 -1.626
H: 1.121 2.546 -0.378

=====

Q: Number 3 is which compound?
A: C3H5N3O

=====

Q: Which formula does entry 2 have?
A: C11H23AlClNO2P2

=====

Q: What is the F_max in the first record?
A: 4.02 eV Å⁻¹

=====

Q: Number 1 is which compound?
A: C2HLiO2Pm